(1)
Computed, not measured: 6 unconnected molecules or ions with the total composition C27H42N6O3, with ωB97M-V/def2-TZVPD.

The geometry in ORCA input format:
```
! wB97M-V def2-TZVPD RIJCOSX def2/J DEFGRID3
* xyz 0 1
C -0.36 3.32 1.39
C -0.16 2.07 1.02
C -0.04 0.73 0.14
O 1.25 0.00 0.19
C 0.93 -1.27 -0.42
O 1.66 -2.23 -0.81
O -0.52 -1.43 -0.56
C -0.99 -0.52 0.49
C -2.58 -0.29 0.69
C -3.18 0.98 -0.10
N -3.27 0.90 -1.43
H -0.57 4.42 1.67
H -0.06 1.02 -0.98
H -0.55 -1.01 1.44
H -3.11 -1.23 0.26
H -2.77 -0.28 1.83
H -3.55 1.90 0.51
H -2.89 -0.03 -1.71
C 0.52 -2.25 -6.40
C 0.93 -2.21 -4.94
C -0.21 -2.56 -3.98
C -1.34 -1.57 -4.15
N -2.23 -0.78 -4.29
H -0.26 -1.51 -6.63
H 1.37 -2.03 -7.05
H 0.14 -3.24 -6.68
H 1.32 -1.22 -4.71
H 1.75 -2.92 -4.78
H 0.14 -2.53 -2.95
H -0.59 -3.57 -4.19
C 2.16 7.37 -1.60
C 1.98 5.87 -1.38
C 0.60 5.37 -1.83
C -0.48 6.06 -1.04
N -1.34 6.61 -0.41
H 1.45 7.95 -1.00
H 3.16 7.67 -1.29
H 2.03 7.63 -2.65
H 2.13 5.64 -0.32
H 2.75 5.33 -1.94
H 0.52 4.29 -1.67
H 0.45 5.57 -2.90
C 2.38 -5.08 -0.46
C 2.89 -6.39 -1.05
C 1.79 -7.44 -1.18
C 1.23 -7.77 0.18
N 0.79 -8.02 1.26
H 2.01 -5.21 0.56
H 3.19 -4.34 -0.41
H 1.58 -4.66 -1.06
H 3.71 -6.77 -0.43
H 3.31 -6.19 -2.04
H 2.20 -8.36 -1.62
H 0.99 -7.09 -1.83
C 1.63 6.98 5.40
C 1.09 5.91 4.45
C 2.20 5.03 3.87
C 3.17 5.87 3.08
N 3.94 6.54 2.46
H 2.30 7.68 4.89
H 0.81 7.57 5.81
H 2.17 6.53 6.23
H 0.54 6.40 3.64
H 0.38 5.29 4.99
H 1.76 4.27 3.21
H 2.74 4.51 4.67
C -3.37 -4.33 1.20
C -2.95 -4.29 2.66
C -4.09 -4.64 3.62
C -5.21 -3.65 3.46
N -6.10 -2.86 3.33
H -4.15 -3.59 0.98
H -2.52 -4.10 0.55
H -3.75 -5.32 0.93
H -2.56 -3.29 2.89
H -2.12 -4.99 2.81
H -3.73 -4.61 4.66
H -4.46 -5.64 3.42
*
```

The energy above the lowest of the compared OMol25 structures with the same formula, charge and spin comes out at 393.5 kJ/mol. For the electronic energy, the calculation gives -1607.99908 hartree. Its structure (SMILES) is [H]/N=C\C[C@H]1OC(=O)O[C@@H]1C#C.CCCC#N.CCCC#N.CCCC#N.CCCC#N.CCCC#N. The value obtained for the HOMO-LUMO gap is 0.3857 Eh.

***

(2)
Computed, not measured: 2 unconnected molecules or ions with the total composition C2H4ClOP, with ωB97M-V/def2-TZVPD.

The geometry in ORCA input format:
```
! wB97M-V def2-TZVPD RIJCOSX def2/J DEFGRID3
* xyz 0 1
C 1.36 -0.34 1.32
C -1.24 0.90 -1.08
O 2.24 0.27 1.82
P -1.56 -0.44 -0.14
Cl -0.58 -1.95 -1.12
H 1.44 -1.44 1.06
H 0.55 0.23 0.81
H -1.60 1.89 -0.66
H -0.61 0.88 -2.02
*
```

The energy above the lowest of the compared OMol25 structures with the same formula, charge and spin comes out at 199.4 kJ/mol. For the electronic energy, the calculation gives -955.33013 hartree. Its structure (SMILES) is C=PCl.C=O. The value obtained for the HOMO-LUMO gap is 0.3330 Eh.

***

(3)
Computed, not measured: a molecular structure, C4H6LuO3, with ωB97M-V/def2-TZVPD.

The geometry in ORCA input format:
```
! wB97M-V def2-TZVPD RIJCOSX def2/J DEFGRID3
* xyz 0 2
H 1.14 -2.03 -0.41
C 1.04 -1.02 -0.83
C -0.17 -0.54 -1.29
H 0.49 -1.15 -2.26
H -0.22 0.44 -1.76
O 2.01 -0.25 -0.17
O 1.98 1.14 -0.53
Lu 3.96 1.13 -1.68
C -1.40 0.81 1.30
C -1.59 -0.25 0.52
O -2.13 1.13 2.43
H -0.51 1.44 1.20
H -1.88 -1.26 0.82
H -2.72 0.40 2.66
*
```

The energy above the lowest of the compared OMol25 structures with the same formula, charge and spin comes out at 862.4 kJ/mol. For the electronic energy, the calculation gives -1616.82026 hartree. The value obtained for the HOMO-LUMO gap (spin up / spin down) is 0.2562 / 0.2584 Eh.

***

electronic energy of number 2 (C2H4ClOP)? -955.33013 hartree

***

Which value of electronic energy does entry 1 give? -1607.99908 hartree

***

The lowest electronic energy belongs to which entry? C4H6LuO3

***

Which of these has the highest electronic energy? C2H4ClOP